# 1
{"formula": "C2H7IN4", "method": "ωB97M-V with the def2-TZVPD basis set", "symbols": ["C", "C", "N", "N", "N", "N", "I", "H", "H", "H", "H", "H", "H", "H"], "coordinates": [[-1.506907, 1.056849, 1.048226], [2.174018, -0.726898, -1.796772], [-2.457127, 0.434341, 1.692218], [1.337988, -1.167008, -2.486719], [2.790335, -0.102158, -0.905860], [-1.055143, 0.600796, -0.074743], [-0.381210, 2.000617, -1.529929], [-1.080033, 1.992477, 1.438948], [-2.879573, 0.852433, 2.650921], [-2.723576, -0.459068, 1.357620], [0.587808, -1.572679, -2.953792], [3.721626, 0.272026, -1.080040], [2.166472, 0.235894, -0.137867], [-1.730549, -0.030867, -0.537508]], "forces_ev_per_angstrom": [[-0.8644, 1.2302, 1.9943], [-4.0756, -1.7494, -3.0121], [-0.3729, 2.5512, 3.3162], [3.3511, 1.5031, 2.3619], [0.8777, 1.2712, 1.8798], [0.1287, -0.2315, -3.1649], [-0.2155, -0.5022, 0.7095], [-0.3268, -0.4476, 0.0460], [1.3743, -1.5696, -3.0213], [-0.8448, -0.9177, 0.0369], [-1.0104, -1.0135, -1.1632], [-0.0414, -0.0298, 0.4158], [1.2293, -0.1908, -0.6256], [0.7909, 0.0964, 0.2267]], "e_lumo_ev": -9.01, "e_homo_ha": -0.655, "total_energy_ha": -596.426773, "e_above_lowest_kj_mol": 72.4, "total_charge": 2}


# 2
{"formula": "C28H23AlAsI2N4O3S", "method": "ωB97M-V with the def2-TZVPD basis set", "symbols": ["Al", "O", "C", "O", "C", "C", "C", "N", "C", "C", "C", "C", "C", "C", "C", "N", "C", "C", "C", "C", "C", "N", "H", "H", "H", "H", "H", "H", "H", "H", "H", "H", "I", "C", "C", "C", "I", "C", "C", "C", "C", "N", "C", "C", "O", "H", "H", "H", "H", "C", "As", "C", "C", "S", "H", "H", "H", "H", "H", "H", "H", "H", "H"], "coordinates": [[0.191626, 0.000646, 0.105350], [-2.893601, 2.778159, 4.645284], [-2.194840, 3.754992, 4.285074], [-2.066386, 4.906307, 4.656465], [-1.395530, 3.150184, 3.137421], [-1.949815, 3.068587, 1.849497], [-1.390756, 2.205530, 0.942569], [-0.304294, 1.476855, 1.247122], [0.295006, 1.610709, 2.440585], [-0.201432, 2.458246, 3.399033], [1.425702, 0.666092, 2.613338], [2.309349, 0.688867, 3.679347], [3.299432, -0.277241, 3.741932], [3.377074, -1.242792, 2.748468], [2.464363, -1.198019, 1.713306], [1.517221, -0.261265, 1.644549], [-1.944465, 1.862631, -0.389822], [-2.957322, 2.566254, -1.019396], [-3.413545, 2.118990, -2.247709], [-2.855327, 0.980036, -2.810798], [-1.842939, 0.336303, -2.127666], [-1.392907, 0.772136, -0.949831], [-2.851639, 3.620121, 1.624649], [0.254837, 2.539009, 4.375508], [2.222583, 1.447778, 4.442282], [4.002096, -0.279862, 4.563987], [4.127925, -2.018719, 2.774925], [2.469334, -1.925103, 0.911236], [-3.377177, 3.446701, -0.555934], [-4.202535, 2.652108, -2.759787], [-3.197641, 0.594968, -3.759854], [-1.373205, -0.559543, -2.513938], [1.106641, -4.046509, -2.846065], [-0.232238, -3.739818, -1.286825], [-1.103138, -4.795662, -0.925276], [-1.996813, -4.668655, 0.099145], [-3.245967, -6.271101, 0.555537], [-2.062002, -3.451895, 0.832494], [-2.928433, -3.178860, 1.915507], [-2.886889, -1.961481, 2.538310], [-1.980530, -0.989688, 2.089212], [-1.160451, -1.213734, 1.084461], [-1.187372, -2.420618, 0.456839], [-0.254157, -2.544586, -0.616243], [0.518789, -1.487436, -0.878434], [-1.051072, -5.721108, -1.481543], [-3.622906, -3.940432, 2.244096], [-3.538280, -1.729845, 3.368254], [-1.936716, -0.017443, 2.567565], [1.633584, -0.233421, -3.935869], [2.768206, 0.390904, -2.523497], [4.020959, 1.598924, -3.326276], [3.771565, -1.088564, -1.832444], [1.735362, 1.478265, -1.015726], [2.218366, -0.846325, -4.620640], [1.227837, 0.632082, -4.457399], [0.838659, -0.831453, -3.501475], [4.560082, 1.087962, -4.122843], [4.717334, 1.946753, -2.565781], [3.472719, 2.447545, -3.730978], [4.411001, -1.491311, -2.617084], [3.070452, -1.847982, -1.495823], [4.378318, -0.726474, -1.003692]], "forces_ev_per_angstrom": [[-0.0825, -0.0366, 0.1152], [-0.0724, 0.0486, 0.0665], [-0.0705, -0.3412, 0.0163], [0.0769, 0.1477, -0.0578], [0.1182, 0.1692, -0.0480], [0.0177, -0.0178, 0.0519], [0.0201, -0.0566, -0.0453], [0.0011, 0.1074, 0.0146], [0.0059, -0.0331, 0.0110], [-0.0532, -0.0164, -0.0384], [-0.0103, 0.0380, 0.0383], [-0.0137, -0.0269, -0.0362], [-0.0077, 0.0143, 0.0119], [-0.0159, -0.0154, -0.0189], [0.0114, -0.0146, 0.0279], [-0.0016, 0.0164, -0.0551], [-0.0154, 0.0460, 0.0211], [0.0023, -0.0241, 0.0086], [0.0072, -0.0049, 0.0044], [0.0012, -0.0090, 0.0218], [-0.0254, -0.0118, -0.0129], [0.0840, 0.0331, -0.0212], [-0.0180, -0.0049, 0.0052], [-0.0076, -0.0080, 0.0143], [0.0035, 0.0163, 0.0105], [0.0054, -0.0007, 0.0044], [0.0031, -0.0059, -0.0008], [0.0115, -0.0028, -0.0147], [-0.0029, 0.0087, -0.0019], [-0.0116, 0.0086, -0.0058], [-0.0011, -0.0037, -0.0106], [0.0249, 0.0014, -0.0133], [0.0130, 0.0327, -0.0109], [0.0283, -0.0141, 0.0199], [-0.0099, 0.0309, 0.0150], [-0.0040, -0.0105, -0.0128], [-0.0001, -0.0027, 0.0038], [-0.0113, -0.0247, 0.0291], [0.0138, -0.0038, -0.0271], [0.0193, 0.0198, 0.0018], [-0.0323, -0.0083, 0.0586], [0.0288, 0.0056, -0.0856], [0.0172, -0.0069, -0.0180], [-0.0060, 0.0160, 0.0170], [-0.0029, -0.0212, -0.0432], [0.0037, -0.0039, -0.0055], [-0.0014, -0.0060, 0.0033], [-0.0049, 0.0048, 0.0033], [-0.0149, 0.0064, 0.0088], [-0.0008, 0.0095, -0.0128], [-0.0002, 0.0054, 0.0073], [0.0186, 0.0161, -0.0028], [0.0072, -0.0027, 0.0191], [-0.0050, 0.0165, -0.0368], [-0.0025, 0.0160, -0.0168], [-0.0054, -0.0161, 0.0161], [-0.0126, -0.0387, 0.0242], [0.0017, 0.0053, 0.0038], [-0.0130, -0.0074, -0.0082], [0.0133, -0.0066, 0.0064], [-0.0078, -0.0020, -0.0003], [-0.0124, -0.0167, -0.0011], [-0.0020, -0.0142, -0.0186]], "e_lumo_ev": -3.52, "e_homo_ha": -0.377, "total_energy_ha": -4997.387938, "e_above_lowest_kj_mol": 1.0, "total_charge": 1}